No. 1
62
Properties=species:S:1:pos:R:3:nbo_charge:R:1 method="wB97M-V/def2-TZVPD" total_charge=0 lumo_energy_ev=-0.7 homo_lumo_gap_ev=6.9 homo_ha=-0.277 spin_multiplicity=1
C 1.404 2.651 -0.207 -0.6916
C 2.309 1.797 -1.115 -0.6775
H 0.761 3.336 -0.782 0.2361
H 2.044 3.306 0.395 0.2082
H 0.824 2.053 0.496 0.2416
H 1.942 1.614 -2.132 0.2156
H 3.254 2.336 -1.264 0.2293
H 2.594 0.864 -0.618 0.2069
C -2.999 1.919 -2.485 0.0915
C -4.159 1.723 -3.238 -0.2454
C -4.323 0.523 -3.937 -0.1506
C -3.306 -0.427 -3.875 -0.2132
H -2.810 2.847 -1.947 0.2292
H -4.902 2.519 -3.271 0.2312
H -5.225 0.332 -4.523 0.2277
H -3.353 -1.385 -4.388 0.2192
N -2.015 1.011 -2.434 -0.5562
C -2.143 -0.135 -3.137 0.1752
C -0.973 -0.995 -3.038 0.2261
N 0.069 -0.418 -2.372 -0.6177
C 1.174 -1.157 -2.167 0.0918
C 0.206 -3.081 -3.246 -0.1339
C 1.267 -2.489 -2.560 -0.2498
H 1.996 -0.657 -1.664 0.2363
H 2.176 -3.039 -2.312 0.2341
C -0.927 -2.313 -3.504 -0.2171
H -1.807 -2.703 -4.019 0.2248
H 0.256 -4.121 -3.569 0.2280
Be -0.263 1.188 -1.678 1.5704
I 0.097 3.104 -3.182 -0.6755
C 3.738 1.424 2.325 -0.6425
C 3.123 0.107 1.914 0.0005
C 3.872 -0.768 1.127 -0.2641
C 3.353 -1.993 0.711 -0.2107
C 2.054 -2.330 1.052 -0.2706
C 1.272 -1.445 1.818 0.1792
N -0.030 -1.852 2.062 -0.6263
C -1.120 -1.121 2.561 0.1514
C -1.655 -1.430 3.819 -0.2160
C -2.631 -0.605 4.370 -0.2154
C -3.105 0.500 3.662 -0.2196
C -2.650 0.764 2.366 -0.2066
C -1.693 -0.079 1.801 -0.0683
C -1.384 -0.098 0.321 0.7865
O -1.780 -1.084 -0.317 -0.6606
O -0.724 0.932 -0.159 -0.9645
C 1.814 -0.228 2.302 -0.0110
C 1.044 0.673 3.208 -0.6617
H 3.202 2.288 1.899 0.2267
H 3.756 1.544 3.418 0.2168
H 4.777 1.476 1.973 0.2156
H 4.893 -0.476 0.863 0.2084
H 3.962 -2.676 0.121 0.2100
H 1.608 -3.272 0.730 0.2038
H -0.231 -2.833 1.887 0.3968
H -1.257 -2.295 4.355 0.2180
H -3.026 -0.840 5.361 0.2167
H -3.850 1.160 4.108 0.2160
H -3.025 1.593 1.766 0.2205
H 0.293 1.253 2.654 0.2319
H 0.527 0.114 3.996 0.2260
H 1.705 1.394 3.699 0.2188


No. 2
13
Properties=species:S:1:pos:R:3:nbo_charge:R:1 method="wB97M-V/def2-TZVPD" total_charge=0 lumo_energy_ev=0.6 homo_lumo_gap_ev=10.9 e_above_lowest_kj_mol=0.0 homo_ha=-0.380 smiles=OC[C@H](O)CF spin_multiplicity=1
O -1.493 -0.221 -0.782 -0.7464
C -0.989 -0.239 0.542 -0.0916
C 0.397 0.414 0.423 0.0343
O 0.199 1.650 -0.232 -0.7077
C 1.345 -0.488 -0.336 0.0327
F 2.645 0.031 -0.228 -0.3708
H -2.453 -0.146 -0.783 0.4848
H -0.992 -1.310 0.894 0.1708
H -1.547 0.380 1.217 0.1828
H 0.839 0.599 1.416 0.1942
H -0.411 1.428 -0.960 0.4789
H 1.069 -0.654 -1.370 0.1792
H 1.391 -1.444 0.199 0.1588


No. 3
69
Properties=species:S:1:pos:R:3:nbo_charge:R:1 method="wB97M-V/def2-TZVPD" total_charge=0 lumo_energy_ev=0.7 homo_lumo_gap_ev=10.0 e_above_lowest_kj_mol=21.3 homo_ha=-0.340 smiles=COC[C@H](C)N.COC[C@H](C)N.COC[C@H](C)N.CCO.CCO spin_multiplicity=1
C 3.135 -3.963 -2.311 -0.2533
O 3.173 -2.863 -1.430 -0.5511
C 3.146 -1.592 -2.073 -0.0752
C 1.790 -1.323 -2.685 -0.0917
C 1.718 -0.021 -3.454 -0.6109
N 0.712 -1.354 -1.663 -0.8144
H 2.143 -4.105 -2.753 0.1670
H 3.358 -4.842 -1.710 0.1933
H 3.876 -3.854 -3.111 0.1668
H 3.437 -0.871 -1.310 0.1861
H 3.944 -1.594 -2.836 0.1645
H 1.570 -2.111 -3.410 0.1827
H 1.785 0.855 -2.804 0.2032
H 0.766 0.036 -3.982 0.2207
H 2.506 0.051 -4.209 0.2065
H 0.943 -0.610 -0.997 0.3542
H 0.989 -2.161 -1.094 0.3524
C -1.041 -4.339 5.604 -0.2422
O -0.362 -3.789 4.504 -0.5480
C 0.846 -4.465 4.203 -0.0652
C 1.832 -3.464 3.647 -0.0683
C 1.353 -2.767 2.374 -0.6252
N 3.163 -4.082 3.537 -0.8347
H -0.515 -4.128 6.546 0.1644
H -1.140 -5.430 5.536 0.1630
H -2.034 -3.898 5.632 0.1924
H 1.296 -4.900 5.104 0.1779
H 0.611 -5.278 3.501 0.1625
H 1.910 -2.697 4.427 0.1805
H 1.569 -3.371 1.492 0.2050
H 1.850 -1.800 2.271 0.1998
H 0.291 -2.541 2.479 0.2282
H 3.116 -5.025 3.166 0.3490
H 3.721 -3.565 2.866 0.3582
C -2.774 4.484 0.659 -0.2526
O -3.749 3.581 1.139 -0.5356
C -3.571 2.271 0.672 -0.0548
C -3.771 2.058 -0.817 -0.0874
C -5.147 2.479 -1.301 -0.6282
N -3.438 0.639 -1.059 -0.8362
H -3.109 5.491 0.898 0.1962
H -2.680 4.420 -0.427 0.1668
H -1.805 4.296 1.136 0.1654
H -2.562 1.891 0.911 0.1446
H -4.234 1.619 1.248 0.1890
H -2.982 2.574 -1.372 0.1846
H -5.319 3.543 -1.104 0.2184
H -5.927 1.941 -0.758 0.2046
H -5.269 2.336 -2.375 0.2103
H -3.243 0.469 -2.037 0.3641
H -4.200 0.018 -0.810 0.3513
C 2.520 1.194 0.935 -0.6335
C 1.273 2.047 0.999 -0.0691
O 0.300 1.556 0.060 -0.7497
H 2.435 0.278 1.523 0.2093
H 3.377 1.737 1.340 0.2167
H 2.783 0.878 -0.075 0.2097
H 1.499 3.107 0.860 0.1682
H 0.812 1.944 1.987 0.1680
H -0.574 1.645 0.453 0.4823
C -1.313 4.869 -3.365 -0.6318
C -0.429 3.638 -3.233 -0.0630
O 0.585 3.919 -2.263 -0.7408
H -1.477 5.277 -2.366 0.2114
H -2.270 4.676 -3.848 0.2075
H -0.813 5.670 -3.917 0.2090
H 0.013 3.356 -4.189 0.1638
H -1.055 2.826 -2.847 0.1579
H 0.655 3.131 -1.714 0.4853


No. 4
21
Properties=species:S:1:pos:R:3:lowdin_spin:R:1 method="wB97M-V/def2-TZVPD" total_charge=0 lumo_energy_ev="1.0 / 1.0" homo_lumo_gap_ev="5.3 / 9.5" e_above_lowest_kj_mol=33.5 homo_ha="-0.155 / -0.314" spin_multiplicity=2 s2=0.7529
C -0.489 0.756 -3.072 0.0140
C 0.889 0.020 -1.108 0.4807
N 0.594 0.924 -2.132 0.1632
N 0.042 -1.023 -0.805 0.1020
N 2.063 0.236 -0.373 0.1422
H 1.225 1.668 -2.367 0.0111
H 0.084 -1.919 -1.283 0.0327
H -0.302 -1.125 0.119 0.0153
H 2.570 1.089 -0.517 0.0145
H 2.228 -0.254 0.482 0.0105
H -1.196 1.587 -2.988 0.0043
H -1.041 -0.137 -2.786 -0.0002
H -0.132 0.665 -4.097 0.0044
C -0.822 0.416 2.430 0.0012
C -0.820 -1.083 2.796 0.0020
H -0.135 0.985 3.056 0.0004
H -0.562 0.613 1.391 0.0003
H -1.800 0.882 2.527 0.0000
H -0.263 -1.648 2.058 0.0010
H -0.289 -1.265 3.732 0.0002
H -1.846 -1.385 2.937 0.0001


| no. | strongest force on any atom (eV/A) |
| --- | --- |
| 1 | 2.17 |
| 2 | 1.43 |
| 3 | 1.34 |
| 4 | 1.09 |